a.
C5H11N3 in the gas phase. Source: the Open Molecules 2025 dataset; level of theory: wB97M-V/def2-TZVPD.

Atoms and positions in Å:
H 2.5869 -1.3510 -0.1057
H 0.5170 -2.2875 -0.8626
C 1.0391 0.1224 0.1423
C -0.1956 -1.5174 -1.1549
H -2.5542 1.8685 0.8570
H 0.0538 -1.1600 -2.1655
H -1.1790 -1.9743 -1.1799
H 2.9650 -0.0519 1.0288
H -0.9191 1.5983 1.4897
N -0.1934 -0.4409 -0.1742
H -2.1503 0.3469 1.6491
C -1.3465 0.5471 -0.3489
N 1.1546 2.5107 -0.3056
H -1.1383 1.3438 -1.0772
H 1.8318 -1.3214 1.4941
H -2.1675 -0.0425 -0.7635
N 1.2912 1.3819 -0.1899
C -1.7680 1.1285 0.9951
C 2.1724 -0.7014 0.6717

Multiplicity: 1
E_HOMO: -7.06 eV
Gap between HOMO and LUMO: 0.2967 Ha
E_LUMO: 1.01 eV

***

b.
C5H11N3 in the gas phase. Source: the Open Molecules 2025 dataset; level of theory: wB97M-V/def2-TZVPD.

Atoms and positions in Å:
C -1.1806 -1.1820 -0.2512
C 0.0685 1.8859 -0.0827
N 0.2130 -1.3478 -0.7210
H 2.7421 0.4326 0.5978
H -1.6175 -1.9728 0.4043
H 0.5483 -0.7057 -1.3607
H -1.2669 0.0009 1.4716
H 1.9057 -2.0651 0.2860
N 1.3034 1.5484 -0.0917
C 1.2862 -1.1598 0.3413
N -1.1678 1.2435 -0.3556
H 2.5476 0.0850 -0.8658
C 2.0041 0.1180 -0.0578
C -1.6844 0.0324 0.4304
H -0.0741 2.9354 -0.1958
H -1.8144 2.0662 -0.3773
H -1.7746 -1.0033 -1.1724
H 0.7968 -0.9322 1.5070
H -2.8357 0.0204 0.4937

Multiplicity: 1
E_HOMO: -8.87 eV
Gap between HOMO and LUMO: 0.3569 Ha
E_LUMO: 0.85 eV
SMILES: C1=N\CCNCCN/1

***

c.
2 unconnected molecules or ions with the total composition C5H11N3. Source: the Open Molecules 2025 dataset; level of theory: wB97M-V/def2-TZVPD.

Atoms and positions in Å:
C -0.5879 -0.9481 -1.8569
H 1.7124 1.4549 -1.5418
N 0.2270 0.0091 -1.1287
H 0.1742 1.5504 -2.5707
C 0.9586 -0.4271 0.0282
C 0.8956 0.9302 -2.0312
C -2.0374 1.4207 2.6398
H 1.4002 0.4005 -2.8454
H 0.3454 0.0923 3.7078
N 0.2146 0.3467 2.7364
H 1.7456 0.2713 0.2948
H -0.0896 -1.2817 -2.7700
H -0.7356 -1.8911 -1.3355
N 0.8260 -1.5113 0.6683
C -0.9568 0.9481 2.3142
H -2.8923 1.7466 3.1700
H -0.0058 -2.0616 0.4756
H -1.5225 -0.5033 -2.2102
H 0.3282 -0.5466 2.2552

Multiplicity: 1
E_HOMO: -8.47 eV
Gap between HOMO and LUMO: 0.3439 Ha
E_LUMO: 0.88 eV
SMILES: [H]/N=C\N(C)C.C#CN

***

Most stable structure - a; separation to the second - 1.142 eV.

***

a.
2 unconnected molecules or ions with the total composition C4H14N. Source: the Open Molecules 2025 dataset; level of theory: wB97M-V/def2-TZVPD.

Atoms and positions in Å:
N 0.5314 1.6130 -1.4366
H -0.3333 3.2912 -0.5148
C -0.3529 -3.1676 0.3572
H -0.3900 -1.0292 -0.3853
H 0.8469 0.6271 -1.0320
C -0.6046 1.4973 0.8759
C 0.1431 -1.6962 0.2251
H 1.3292 1.9022 -1.9803
H 0.1486 0.8092 1.4119
H 0.0623 -1.2673 1.1687
H -1.4131 0.9750 0.5901
H 0.4821 -3.8685 0.5303
H -0.9294 2.0998 1.5677
C 0.1490 2.3970 -0.1831
H 1.1001 2.7096 0.3879
H 1.2608 -1.4866 0.0755
H -0.8495 -3.3666 -0.6888
H -0.2020 1.4802 -2.1182
H -0.9786 -3.5197 1.1486

Total charge: +1
Multiplicity: 1
E_HOMO: -14.62 eV
Gap between HOMO and LUMO: 0.3983 Ha
E_LUMO: -3.78 eV

***

b.
2 unconnected molecules or ions with the total composition C4H14N. Source: the Open Molecules 2025 dataset; level of theory: wB97M-V/def2-TZVPD.

Atoms and positions in Å:
H -2.5225 -0.4257 -1.3764
H -2.7156 0.0930 0.2571
H -1.5836 -2.2957 0.6539
C -2.6349 -0.7969 -0.3592
H 2.6782 2.1960 0.1689
H 1.1254 3.0136 0.2704
C 1.0185 0.8621 0.5906
H -0.9017 -1.9674 -0.7978
H -3.4981 -1.4469 -0.2939
H -0.7356 -0.8932 0.4743
N -1.3729 -1.5352 -0.0027
H 1.2637 0.8529 1.6546
C 1.6203 2.1056 -0.0684
H 2.6650 -0.3949 -0.0662
H -0.0799 0.9187 0.5337
H 1.5333 2.0306 -1.1537
C 1.5780 -0.4233 -0.0261
H 1.2002 -0.5815 -1.0408
H 1.3623 -1.3120 0.5817

Total charge: +1
Multiplicity: 1
E_HOMO: -15.28 eV
Gap between HOMO and LUMO: 0.4246 Ha
E_LUMO: -3.72 eV

***

c.
2 unconnected molecules or ions with the total composition C4H14N. Source: the Open Molecules 2025 dataset; level of theory: wB97M-V/def2-TZVPD.

Atoms and positions in Å:
H -0.4532 2.2986 2.2242
H -0.6466 -1.4135 -0.9975
H 2.1180 -1.0912 -2.2961
H -2.3859 1.1942 2.7488
H -1.5284 -0.0672 3.5528
C -1.6166 0.4379 2.6021
C -0.2826 1.2262 2.3980
H 0.6629 -2.6602 -1.1079
H -0.1438 0.7058 -2.8220
H 0.3279 0.9451 1.5277
H 0.2532 1.1418 3.3354
C 1.0457 -0.9457 -2.2642
C 0.4195 -1.5987 -1.0268
H 1.4656 1.0788 -2.7167
H -1.9094 -0.1851 1.7678
H 0.5327 0.9449 -1.3668
N 0.7115 0.5315 -2.2936
H 0.9017 -1.1762 -0.1517
H 0.5276 -1.3671 -3.1133

Total charge: +1
Multiplicity: 1
E_HOMO: -14.44 eV
Gap between HOMO and LUMO: 0.3871 Ha
E_LUMO: -3.91 eV

***

Most stable structure - b; separation to the second - 0.274 eV.

***

a.
C2H4Br2 in the gas phase. Source: the Open Molecules 2025 dataset; level of theory: wB97M-V/def2-TZVPD.

Atoms and positions in Å:
C 0.7291 -0.2125 -0.0791
Br -1.2991 1.7484 0.5021
H 1.3884 0.1670 0.6938
H 0.9603 -1.2552 -0.2854
Br 1.2345 0.7128 -1.7161
C -0.7214 -0.0779 0.2436
H -1.3432 -0.5015 -0.5400
H -0.9486 -0.5812 1.1809

Multiplicity: 1
E_HOMO: -10.10 eV
Gap between HOMO and LUMO: 0.3981 Ha
E_LUMO: 0.74 eV
SMILES: BrCCBr

***

b.
C2H4Br2 in the gas phase. Source: the Open Molecules 2025 dataset; level of theory: wB97M-V/def2-TZVPD.

Atoms and positions in Å:
Br 1.3462 1.8375 0.0422
C -0.8462 -0.0556 -0.4161
Br 1.7205 -1.5368 -0.2437
H -0.6833 0.3488 -1.3303
C 0.4820 0.0684 0.3277
H -1.5370 0.4902 0.3182
H -1.0614 -1.1599 -0.1831
H 0.5793 0.0073 1.4850

Multiplicity: 1
E_HOMO: -10.25 eV
Gap between HOMO and LUMO: 0.3818 Ha
E_LUMO: 0.14 eV
SMILES: CC(Br)Br

***

Most stable structure - a; separation to the second - 0.986 eV.

***

a.
CH6OSi in the gas phase. Source: the Open Molecules 2025 dataset; level of theory: wB97M-V/def2-TZVPD.

Atoms and positions in Å:
H 0.9201 -0.8793 -1.4353
H -1.1973 0.3519 1.2779
C -0.4315 0.4438 0.3512
H 1.9658 -0.2675 0.5983
O -1.2034 0.6380 -0.8632
Si 0.8618 -0.9352 0.0397
H 0.2830 -2.3252 0.5516
H 0.0982 1.4148 0.6128
H -1.2966 1.5585 -1.1331

Multiplicity: 1
E_HOMO: -9.83 eV
Gap between HOMO and LUMO: 0.3948 Ha
E_LUMO: 0.91 eV
SMILES: OC[SiH3]

***

b.
2 unconnected molecules or ions with the total composition CH6OSi. Source: the Open Molecules 2025 dataset; level of theory: wB97M-V/def2-TZVPD.

Atoms and positions in Å:
Si 0.1806 -0.2848 -0.7178
H 1.5838 1.0978 0.5788
H 0.3620 0.7078 1.6116
H -3.0133 -0.2502 -0.7212
H 0.7714 0.2546 -1.8653
O -2.4480 0.3089 -0.1713
H 1.7356 -0.4874 1.3376
H -0.2386 -1.5542 -0.9346
C 1.0665 0.2076 0.8822

Multiplicity: 1
E_HOMO (spin up / spin down): -8.97 / -8.97 eV
Gap between HOMO and LUMO (spin up / spin down): 0.2972 / 0.2972 Ha
E_LUMO (spin up / spin down): -0.88 / -0.88 eV

***

Most stable structure - a; separation to the second - 1.614 eV.

***

a.
C8H15NO in the gas phase. Source: the Open Molecules 2025 dataset; level of theory: wB97M-V/def2-TZVPD.

Atoms and positions in Å:
H 3.4480 0.1589 1.1745
C -3.0820 -0.0661 0.9451
H 2.7937 -1.3863 0.3820
H 1.1310 0.5979 1.2334
H 0.9931 2.6686 -0.1270
C -1.5467 0.4157 0.8515
H 0.7179 0.0896 -1.8740
O -4.0823 0.5549 1.3195
H 2.8136 2.3041 0.1591
C -1.0281 -0.1793 -0.5346
N -3.0038 -1.4913 0.5124
C 1.4896 0.5150 0.1599
H -1.3565 1.5322 0.9526
H -1.4486 0.3542 -1.4555
H 2.1017 1.9581 -1.5118
C -1.9113 -1.5518 -0.5293
H -2.8623 -2.1188 1.3185
C 0.5414 -0.3243 -0.8140
H 3.5840 -0.0531 -0.6478
H -2.5498 -1.5279 -1.4884
H 0.8247 -1.4278 -0.8481
C 2.9155 -0.2657 0.2454
C 1.8591 1.9876 -0.4004
H -0.9765 -0.2036 1.6329
H -1.3651 -2.5409 -0.6560

Multiplicity: 1
E_HOMO: -9.46 eV
Gap between HOMO and LUMO: 0.3736 Ha
E_LUMO: 0.71 eV
SMILES: CC(C)C[C@H]1CNC(=O)C1

***

b.
C8H15NO in the gas phase. Source: the Open Molecules 2025 dataset; level of theory: wB97M-V/def2-TZVPD.

Atoms and positions in Å:
N -0.4491 0.4025 -0.4682
H 1.7915 -1.5115 -2.3689
H -1.1345 1.5317 -2.0810
H -1.8533 2.0510 -0.5798
O -0.1462 1.2832 1.6728
H 2.4489 -0.7338 0.4949
H 0.0418 -1.4659 -2.2818
C -0.9271 1.6689 -1.0136
H -0.2189 2.4971 -0.9238
C -0.0864 -1.1041 1.5567
C 0.9497 -1.3760 -1.6785
C -0.5553 0.1882 0.9075
H 2.2721 1.0552 0.4372
H 0.9834 -2.1949 -0.9562
H 3.1725 0.1909 -0.7907
H -0.4596 1.1411 2.5783
C 1.0478 -0.0093 -1.0198
H 0.9429 -1.0511 1.9180
C -2.2978 0.0922 1.0319
H -0.6750 -1.2718 2.4681
C 2.2836 0.1333 -0.1489
C -3.4966 -0.0567 1.0862
H -4.5514 -0.2106 1.0788
H -0.2487 -1.9670 0.9096
H 1.1657 0.7174 -1.8288

Multiplicity: 1
E_HOMO: -8.78 eV
Gap between HOMO and LUMO: 0.3548 Ha
E_LUMO: 0.87 eV
SMILES: C#C[C@](C)(O)N(C)C(C)C

***

Most stable structure - a; separation to the second - 1.552 eV.

***

a.
C3H4ClFO in the gas phase. Source: the Open Molecules 2025 dataset; level of theory: wB97M-V/def2-TZVPD.

Atoms and positions in Å:
C -0.5284 0.4103 -0.2204
C -1.8444 0.2238 -0.0902
H 2.2392 -1.2516 -0.1377
H 1.5586 -0.3086 1.2514
Cl -2.6173 -1.2999 -0.0350
H 2.0620 0.5478 -0.2496
F -2.6704 1.2587 0.0022
H -0.1371 1.4331 -0.2717
C 1.6118 -0.3932 0.1521
O 0.3261 -0.6204 -0.4010

Multiplicity: 1
E_HOMO: -8.87 eV
Gap between HOMO and LUMO: 0.3574 Ha
E_LUMO: 0.86 eV
SMILES: CO/C=C(/F)Cl

***

b.
C3H4ClFO in the gas phase. Source: the Open Molecules 2025 dataset; level of theory: wB97M-V/def2-TZVPD.

Atoms and positions in Å:
O 1.1954 1.3526 -0.0399
C -0.1111 -0.5987 -0.1345
H 1.2604 2.4140 1.7267
H 2.1709 3.1338 0.2760
Cl -1.6155 -1.4528 -0.1704
C -0.0359 0.7227 -0.0057
H -0.8959 1.3647 0.1629
H 0.3419 3.1168 0.3791
F 0.9355 -1.3733 -0.2427
C 1.2476 2.5772 0.6162

Multiplicity: 1
E_HOMO: -8.88 eV
Gap between HOMO and LUMO: 0.3585 Ha
E_LUMO: 0.87 eV
SMILES: CO/C=C(\F)Cl

***

Most stable structure - a; separation to the second - 0.122 eV.